84
Properties=species:S:1:pos:R:3:forces:R:3 method="wB97M-V/def2-TZVPD" homo_ev=-8.837 smiles="COC[C@H](C)N.COC[C@H](C)N.COC[C@H](C)N.NC(N)=O.NC(N)=O.NC(N)=O.O.O.O" total_energy_ev=-48217.24070 mol_weight_g_mol=501.6 relative_energy_ev=5.151 orbital_gap_ev=9.221
C 7.074397 4.568172 5.445204 -3.0357 -1.3273 5.9432
O 6.501287 3.652532 6.081714 1.4196 0.6037 -0.9991
N 7.256237 4.613422 4.200534 0.8189 -2.1223 -6.6409
N 7.407427 5.713892 5.999124 0.9977 2.7417 2.0746
H 7.259347 3.669092 3.842274 -0.1109 0.3078 -0.9492
H 7.750087 5.347172 3.712874 -0.0025 -0.4760 0.1810
H 7.284757 5.863752 6.990374 -0.1277 0.0784 -0.4233
H 7.599327 6.475772 5.364444 0.0636 0.1350 0.7981
C 9.109107 -0.537238 3.155234 -3.0060 0.3303 -0.0206
O 8.061697 -0.312378 2.605544 -1.2817 0.7048 -1.4104
N 9.386147 -0.133228 4.362774 -0.0156 2.3765 4.2744
N 10.052177 -1.307998 2.768494 4.1867 -3.5217 -2.5451
H 10.127107 -0.580678 4.883224 -0.4885 0.5315 0.2494
H 8.638507 0.347072 4.842804 0.3245 -0.1181 0.2175
H 10.072997 -1.782078 1.876904 -0.0394 0.1949 0.3398
H 10.749547 -1.475398 3.479654 0.2854 -0.4703 -1.0855
C 1.695687 -0.239218 2.554294 -1.9288 0.6242 -0.8050
O 1.788447 0.912932 2.156934 -0.6430 -0.1890 0.2780
N 0.561257 -0.993898 2.748944 -0.8251 1.0970 -0.5253
N 2.716167 -1.008608 2.810464 3.9792 -1.4292 0.6486
H -0.309723 -0.533358 2.526654 -0.0336 -0.5283 0.4264
H 0.668947 -1.834628 3.298184 -0.7298 0.4245 -0.1238
H 2.638027 -2.013408 2.744384 0.2317 0.3708 0.0404
H 3.622927 -0.582158 2.683884 -0.0141 -0.3289 0.0067
C -4.151533 4.819422 -1.152186 -1.7200 0.7098 -0.7088
C -4.765083 3.751152 -0.199556 0.9795 0.4284 -0.8655
C -5.822473 2.880742 -0.874156 1.9937 0.2238 0.6440
O -5.187503 2.287932 -2.052056 -2.6731 1.1429 1.1591
C -6.124513 2.118602 -3.094066 1.3042 -1.3168 -2.2100
N -3.591093 2.936992 0.192104 -0.7385 0.4376 0.0983
H -3.678593 4.413742 -2.046526 0.0035 -0.5685 0.2140
H -3.435873 5.528972 -0.736896 -0.0232 -0.2802 0.6435
H -4.945713 5.443872 -1.561376 -0.2141 0.2832 -0.0282
H -5.248623 4.225792 0.654274 0.1586 0.0785 0.1911
H -6.689653 3.535492 -0.960196 -0.2700 -0.3989 -1.0545
H -6.027433 2.078792 -0.164956 -0.3801 -0.1597 -0.0795
H -6.185853 2.932252 -3.816786 0.0303 0.7126 0.4648
H -7.135003 1.723172 -2.990866 -0.0628 0.1954 1.3338
H -5.637703 1.340542 -3.682056 -0.0988 -0.2148 -0.3483
H -3.580453 2.258262 -0.555766 0.5162 -0.5153 -0.0427
H -2.910823 3.624652 -0.098526 1.1976 -0.7769 0.6056
C -8.085083 -7.728778 -1.762576 0.9911 1.0062 0.2477
C -8.045683 -6.367978 -2.580556 1.1978 -0.4373 2.4781
C -6.778023 -5.526158 -2.369496 -0.9443 0.0838 1.5584
O -6.660333 -5.194978 -0.930246 1.1295 0.0422 -1.7661
C -5.474073 -4.439218 -0.597776 -0.1512 -0.0100 -0.0974
N -8.142963 -6.735218 -3.960646 -1.0103 -0.7224 -0.7301
H -7.565203 -8.486708 -2.348536 -0.1380 -0.2085 -0.1288
H -9.114053 -8.027318 -1.562026 0.0704 -0.0535 -0.0723
H -7.516273 -7.706558 -0.833036 -0.2963 0.3217 0.2401
H -8.895713 -5.804378 -2.195976 -0.1384 0.2902 -0.5473
H -6.878833 -4.616128 -2.960946 0.0631 0.1967 0.0145
H -5.951033 -6.103858 -2.782326 0.5489 -0.0013 0.4771
H -5.109563 -4.769788 0.374824 -0.1431 -0.0909 -0.0372
H -5.609893 -3.358658 -0.552816 -0.7822 0.1265 0.1753
H -4.644753 -4.489808 -1.303306 -0.0703 -0.8109 -0.3306
H -8.475963 -7.666418 -3.755526 -1.0467 -0.3385 -1.4645
H -7.251093 -7.024688 -4.335966 0.7204 0.6106 -0.0171
C 4.186387 1.511612 -4.748156 0.5999 -1.0595 0.6053
C 3.176587 1.392222 -3.565186 -1.0323 0.0289 -1.6413
C 2.419037 -0.020768 -3.609756 1.0353 1.6311 -0.4102
O 1.391337 -0.046958 -4.581796 0.5056 -0.8439 0.1586
C 0.151677 0.307302 -4.033976 -0.3738 0.8407 -0.1390
N 3.833407 1.551332 -2.309736 0.6663 -0.5158 0.7343
H 4.925917 0.724752 -4.599716 -0.0778 -0.6565 -0.0731
H 4.897437 2.337642 -4.761526 -0.8023 0.7607 0.2978
H 3.775337 1.359062 -5.746086 -0.3135 0.1062 0.1756
H 2.467617 2.212302 -3.678906 -0.3631 -0.1171 -0.0202
H 2.098327 -0.338998 -2.617796 -0.6191 0.4732 0.2341
H 3.222777 -0.732068 -3.799906 -0.1458 -0.3440 -0.8067
H -0.625273 0.293462 -4.798346 0.1793 -0.5032 -0.1562
H 0.161057 1.353442 -3.728046 0.1053 0.2019 0.4347
H -0.134833 -0.311618 -3.183706 -0.0047 -0.1585 0.0229
H 4.068397 0.595592 -2.082936 0.8976 -0.1699 0.5789
H 3.172777 1.770972 -1.578006 -0.2659 0.3325 0.0473
O -4.325333 0.635312 5.752294 -0.0445 -0.2413 -0.0001
H -4.551783 1.207752 6.485284 -0.0618 0.1110 0.2037
H -3.951123 1.222782 5.095724 0.1143 0.1319 -0.2218
O 6.840407 -4.964108 1.938814 -0.1642 0.0440 -0.1248
H 7.024127 -5.875358 2.167064 0.0043 -0.2527 0.0329
H 7.548717 -4.466788 2.347714 0.1365 0.2261 0.0966
O 1.731027 6.348332 2.324374 -0.1211 0.1596 0.1427
H 2.121007 6.815482 1.585504 0.0797 0.1346 -0.1683
H 1.979577 5.434022 2.188384 0.0372 -0.3159 0.0302